(1)
Entry from the Open Molecules 2025 dataset: 5 unconnected molecules or ions with the total composition C31H36FN6O2 in a non-equilibrium geometry (wB97M-V/def2-TZVPD).

Element x y z (Å)
N 1.9929 0.6956 -1.5899
C 1.7930 1.2240 -2.9429
C 0.5786 2.2031 -3.0171
C -0.2754 2.1152 -1.7949
C -0.2489 3.0758 -0.7800
C 0.5941 4.3299 -0.7392
O 0.2503 5.2025 -0.0148
O 1.7487 4.3877 -1.4307
C -1.0508 2.9207 0.3559
C -1.8351 1.7992 0.4732
N -1.8314 0.8856 -0.5094
C -1.1150 0.9927 -1.6361
C -1.2243 -0.0800 -2.6694
C -2.4572 -0.9914 -2.5299
C -3.7846 -0.2838 -2.2674
F -4.3042 -0.7903 -1.0588
H 2.9710 0.4568 -1.4520
H 1.5087 -0.1855 -1.4668
H 2.6963 1.7684 -3.1934
H 1.7017 0.4403 -3.6953
H 0.9907 3.1850 -3.1566
H 0.0161 1.9792 -3.9187
H 1.7082 5.1168 -2.0640
H -1.0282 3.6623 1.1342
H -2.4553 1.6430 1.3380
H -2.4187 0.0661 -0.3707
H -1.2333 0.3529 -3.6625
H -0.3404 -0.7105 -2.6220
H -2.5737 -1.5128 -3.4761
H -2.2952 -1.7761 -1.7968
H -4.5160 -0.5120 -3.0335
H -3.7087 0.7875 -2.1096
N 5.0649 -0.5198 0.0185
C 5.8208 -1.5772 -0.2774
C 6.2095 -2.5284 0.6529
C 5.7949 -2.3738 1.9660
C 5.0098 -1.2804 2.2937
C 4.6729 -0.3885 1.2876
H 6.1299 -1.6588 -1.3138
H 6.8234 -3.3667 0.3542
H 6.0777 -3.0929 2.7237
H 4.6651 -1.1255 3.3071
H 4.0582 0.4797 1.5028
N 2.0061 2.3573 3.5598
C 1.8319 3.1748 2.5245
C 2.0511 4.5422 2.5693
C 2.4816 5.0980 3.7638
C 2.6699 4.2640 4.8536
C 2.4196 2.9070 4.6999
H 1.5004 2.6961 1.6059
H 1.8966 5.1507 1.6912
H 2.6661 6.1613 3.8431
H 3.0038 4.6536 5.8051
H 2.5576 2.2214 5.5283
N 2.8442 -2.9354 4.5661
C 2.0331 -2.8804 3.5114
C 0.7018 -3.2653 3.5445
C 0.1808 -3.7352 4.7396
C 1.0096 -3.7979 5.8467
C 2.3269 -3.3865 5.7072
H 2.4818 -2.5085 2.5958
H 0.0900 -3.1992 2.6548
H -0.8534 -4.0475 4.8070
H 0.6465 -4.1583 6.7989
H 3.0080 -3.4190 6.5501
N -5.6754 -2.5718 -4.5822
C -6.4998 -2.5119 -5.6278
C -7.8690 -2.7104 -5.5366
C -8.4152 -2.9860 -4.2931
C -7.5738 -3.0517 -3.1941
C -6.2203 -2.8388 -3.3955
H -6.0339 -2.2963 -6.5827
H -8.4900 -2.6495 -6.4192
H -9.4796 -3.1465 -4.1824
H -7.9561 -3.2634 -2.2053
H -5.5220 -2.8824 -2.5655

For the HOMO energy, the calculation gives -11.31 eV. As for the spin multiplicity: 1. The calculation puts the frontier orbital gap at 7.024 eV. The largest force on an atom is 1.2 eV/Å. The calculation puts the relative energy (zero: lowest compared OMol25 entry of this formula, charge and spin) at 0.0 kJ/mol. Its total charge is +1.

Results of the Löwdin charge analysis, in e, for atoms 1 through 6: N 0.02; C -0.22; C -0.11; C -0.08; C -0.01; C -0.46


(2)
Entry from the Open Molecules 2025 dataset: a molecular structure, C31H36InN5O4PS (wB97M-V/def2-TZVPD).

Element x y z (Å)
In 0.5260 -0.2981 0.8234
C 1.9108 2.6760 4.2407
C 0.5661 3.2640 3.8498
N 0.4361 3.4966 2.4104
C 1.1733 4.6642 1.8993
C 0.2464 5.8404 1.6409
C -0.1778 2.6691 1.5795
S -1.0252 1.2703 2.1851
N -0.1686 3.0604 0.2798
C -0.1298 2.2541 -0.7456
O 0.0907 1.0004 -0.7594
C -0.2998 2.8904 -2.0960
C -0.3993 2.0981 -3.2339
C -0.5474 2.6790 -4.4838
C -0.5867 4.0610 -4.6048
C -0.4805 4.8579 -3.4733
C -0.3386 4.2747 -2.2244
H 1.9226 2.5088 5.3188
H 2.7387 3.3389 3.9892
H 2.0746 1.7322 3.7260
H 0.4056 4.2323 4.3323
H -0.2402 2.6028 4.1544
H 1.7277 4.3735 1.0113
H 1.9059 4.9158 2.6641
H -0.4756 5.5917 0.8655
H 0.8196 6.7111 1.3203
H -0.3014 6.1130 2.5449
H -0.3598 1.0239 -3.1264
H -0.6340 2.0561 -5.3646
H -0.6946 4.5179 -5.5803
H -0.5059 5.9359 -3.5655
H -0.2489 4.8801 -1.3334
N 2.8623 -0.3295 -0.5806
N 3.2216 1.0175 -0.3890
C 2.9484 1.5974 0.8676
O 3.5362 2.6249 1.1575
O 2.0806 0.9778 1.6025
H 3.5694 -0.9624 -0.2061
H 2.7429 -0.5112 -1.5695
H 4.1025 1.3129 -0.7840
C -4.4213 -0.8735 -0.3990
P -2.6282 -1.1636 -0.1076
C -2.2596 -2.3986 -1.4132
C -1.4074 -1.9812 -2.4291
C -1.1026 -2.8190 -3.4944
C -1.6335 -4.0978 -3.5418
C -2.4856 -4.5302 -2.5309
C -2.8022 -3.6803 -1.4841
C -2.6914 -2.1750 1.4227
C -1.9297 -3.3252 1.6185
C -1.9183 -3.9658 2.8497
C -2.6575 -3.4651 3.9110
C -3.4059 -2.3107 3.7338
C -3.4177 -1.6718 2.5039
H -4.9967 -1.7991 -0.3580
H -4.5375 -0.4170 -1.3822
H -4.8057 -0.1745 0.3423
H -0.9781 -0.9878 -2.3742
H -0.4527 -2.4686 -4.2886
H -1.3957 -4.7575 -4.3671
H -2.9082 -5.5260 -2.5664
H -3.4718 -4.0215 -0.7027
H -1.3244 -3.7207 0.8141
H -1.3250 -4.8628 2.9776
H -2.6442 -3.9644 4.8712
H -3.9771 -1.8990 4.5559
H -3.9886 -0.7570 2.3966
O 0.6701 -2.9120 -0.1948
N 1.8763 -3.2618 -0.4601
C 2.2699 -3.3830 -1.7517
C 3.5645 -3.7364 -2.0580
C 4.4840 -3.9681 -1.0441
C 4.0610 -3.8372 0.2685
C 2.7565 -3.4843 0.5451
H 1.4806 -3.1845 -2.4619
H 3.8383 -3.8262 -3.0997
H 5.5007 -4.2521 -1.2728
H 4.7336 -4.0036 1.0976
H 2.3370 -3.3567 1.5314

For the HOMO energy (spin up / spin down), the calculation gives -6.55 / -7.68 eV. As for the spin multiplicity: 2. The calculation puts the frontier orbital gap (spin up / spin down) at 6.342 / 6.742 eV. The expectation value of S² is 0.76. The largest force on an atom is 0.7 eV/Å.

Results of the Löwdin charge analysis, in e, for atoms 1 through 6: In 0.72; C -0.07; C -0.23; N -0.09; C -0.20; C -0.07


(3)
Entry from the Open Molecules 2025 dataset: 2 unconnected molecules or ions with the total composition C31H36N2O5 in a non-equilibrium geometry (wB97M-V/def2-TZVPD).

Element x y z (Å)
C -4.5816 3.0694 2.9201
C -3.2756 2.3434 2.6553
O -2.1802 3.2244 2.5543
C -1.0365 2.5176 2.2731
C 0.1813 3.2970 2.2361
C 1.4388 2.7255 1.9006
O 1.5869 1.5446 1.6127
C 2.6816 3.5742 1.8344
C 2.9144 4.1630 0.4439
C 1.9903 5.3318 0.0674
C 0.5045 4.9546 -0.1499
C -0.4139 5.3666 1.0080
C 0.0165 4.7742 2.3498
O -1.0727 1.3115 2.0531
H -5.4310 2.3857 2.9926
H -4.5215 3.6334 3.8523
H -4.7940 3.7846 2.1239
H -3.0362 1.6294 3.4572
H -3.3060 1.7663 1.7211
H 2.6818 4.3563 2.5962
H 3.5144 2.9165 2.1090
H 3.9604 4.4832 0.3559
H 2.8023 3.3609 -0.2927
H 2.0513 6.1015 0.8447
H 2.3751 5.8175 -0.8400
H 0.1283 5.3959 -1.0839
H 0.4300 3.8714 -0.3079
H -0.4661 6.4601 1.0760
H -1.4386 5.0345 0.7956
H -0.7291 4.9901 3.1266
H 0.9382 5.2469 2.7006
C 3.6419 -5.6818 3.9476
O 4.4328 -4.8871 3.0990
C 3.8279 -4.5640 1.8782
C 4.4619 -3.6214 1.0650
C 3.9328 -3.2621 -0.1508
C 2.7511 -3.8352 -0.6007
N 2.2334 -3.5124 -1.9040
C 0.9592 -3.0946 -2.2469
C -0.0738 -2.7242 -1.2966
C -1.3784 -2.3786 -1.7908
C -2.1946 -1.4877 -1.1736
C -3.4274 -1.0060 -1.7271
C -4.0160 0.1539 -1.2015
C -5.1777 0.6587 -1.7337
C -5.7947 0.0249 -2.7983
C -5.2254 -1.1136 -3.3387
C -4.0582 -1.6228 -2.8210
O 0.1817 -2.6487 -0.0855
N 0.9524 -2.9035 -3.6190
C -0.1003 -2.3364 -4.4648
C 2.2260 -3.1627 -4.0958
C 3.0061 -3.5444 -3.0567
C 2.1049 -4.7610 0.2061
C 2.6308 -5.1210 1.4220
H 4.1485 -5.7817 4.9083
H 2.6766 -5.1994 4.1039
H 3.5081 -6.6706 3.5081
H 5.3680 -3.1691 1.4246
H 4.4173 -2.5198 -0.7600
H -1.6736 -2.7867 -2.7360
H -1.8351 -1.0373 -0.2645
H -3.5239 0.6610 -0.3899
H -5.6100 1.5551 -1.3223
H -6.7125 0.4204 -3.2055
H -5.7049 -1.6029 -4.1699
H -3.6398 -2.5145 -3.2513
H 0.3044 -2.0659 -5.4386
H -0.8978 -3.0624 -4.6171
H -0.5097 -1.4377 -4.0063
H 2.5489 -3.0110 -5.1102
H 4.0566 -3.7819 -3.0788
H 1.1651 -5.1657 -0.1244
H 2.1046 -5.8301 2.0315

For the HOMO energy, the calculation gives -4.68 eV. As for the spin multiplicity: 1. The calculation puts the frontier orbital gap at 2.429 eV. The largest force on an atom is 3.8 eV/Å. The calculation puts the relative energy (zero: lowest compared OMol25 entry of this formula, charge and spin) at 167.9 kJ/mol.

Results of the Löwdin charge analysis, in e, for atoms 1 through 6: C -0.07; C -0.27; O -0.04; C -0.47; C -0.14; C -0.47


(4)
Entry from the Open Molecules 2025 dataset: C31H36N2O6 in the gas phase (wB97M-V/def2-TZVPD).

Element x y z (Å)
C -4.9219 -1.0184 1.6139
C -3.8172 -0.0353 1.9887
O -3.1951 0.5592 0.8572
C -2.2209 -0.2159 0.2290
O -1.1419 -0.5064 1.0959
C -0.2138 0.4935 1.2535
C 0.8035 0.2991 2.3402
O 1.0649 1.2275 3.0890
N 1.4146 -0.9007 2.4317
C 1.3639 -1.9661 1.4588
C 2.6419 -1.9571 0.6199
N 3.7914 -2.1118 1.4945
C 5.0241 -2.2378 0.7344
C 5.0494 -3.5344 -0.0284
C 5.3474 -3.5705 -1.3828
C 5.3779 -4.7763 -2.0630
C 5.1021 -5.9572 -1.3965
C 4.7954 -5.9281 -0.0457
C 4.7719 -4.7246 0.6339
C 3.8407 -1.0275 2.4583
C 2.5648 -1.0319 3.3016
C -0.1676 1.5996 0.5146
C -1.1044 1.8461 -0.6219
C -2.1489 2.8889 -0.3107
C -2.3831 3.3429 0.9339
O -3.3034 4.2556 1.2648
C -4.0863 4.7643 0.2839
C -5.0579 5.6987 0.6498
C -5.8736 6.2477 -0.3137
C -5.7372 5.8796 -1.6508
C -4.7812 4.9608 -2.0149
C -3.9405 4.3876 -1.0558
C -2.9165 3.4066 -1.4421
O -2.7227 3.0642 -2.6009
C -1.7599 0.5159 -1.0376
C -0.8074 -0.3883 -1.8274
C -0.3200 0.2208 -3.1496
C 1.1481 0.6519 -3.0723
O 2.0062 -0.4019 -2.6926
H -5.6390 -0.5352 0.9550
H -5.4325 -1.3486 2.5142
H -4.5152 -1.8905 1.1076
H -4.2385 0.8077 2.5421
H -3.0603 -0.5256 2.6119
H -2.6188 -1.2132 -0.0275
H 0.4871 -1.8691 0.8249
H 1.3029 -2.9145 2.0029
H 2.6265 -2.7948 -0.0807
H 2.6939 -1.0199 0.0364
H 5.8549 -2.2316 1.4484
H 5.1653 -1.3896 0.0417
H 5.5571 -2.6498 -1.9088
H 5.6155 -4.7929 -3.1169
H 5.1256 -6.8976 -1.9274
H 4.5783 -6.8477 0.4782
H 4.5302 -4.6909 1.6853
H 4.7064 -1.1755 3.1083
H 3.9377 -0.0438 1.9643
H 2.5639 -0.1936 3.9991
H 2.4861 -1.9753 3.8488
H 0.5828 2.3406 0.7357
H -0.5502 2.2314 -1.4838
H -1.8313 2.9965 1.7969
H -5.1477 5.9718 1.6894
H -6.6242 6.9696 -0.0292
H -6.3824 6.3182 -2.3965
H -4.6486 4.6555 -3.0418
H -2.6444 0.7240 -1.6432
H 0.0659 -0.6247 -1.2149
H -1.3304 -1.3271 -2.0251
H -0.9336 1.0793 -3.4238
H -0.4142 -0.5189 -3.9489
H 1.2931 1.4173 -2.3078
H 1.4598 1.0675 -4.0415
H 1.8920 -1.1295 -3.3143

For the HOMO energy, the calculation gives -8.66 eV. As for the spin multiplicity: 1. The calculation puts the frontier orbital gap at 8.985 eV. The largest force on an atom is 0.9 eV/Å. The calculation puts the relative energy (zero: lowest compared OMol25 entry of this formula, charge and spin) at 11.3 kJ/mol. The SMILES is CCO[C@@H]1OC(C(=O)N2CCN(Cc3ccccc3)CC2)=C[C@H](c2coc3ccccc3c2=O)[C@H]1CCCO.

Results of the Löwdin charge analysis, in e, for atoms 1 through 6: C -0.06; C -0.23; O -0.07; C -0.31; O 0.01; C -0.16


(5)
Entry from the Open Molecules 2025 dataset: a molecular structure, C31H36N5O10SiW (wB97M-V/def2-TZVPD).

Element x y z (Å)
W -0.1837 -0.7579 0.0155
C 2.4814 0.3367 2.0334
N 1.1970 1.0074 1.8000
C 0.5556 1.1144 3.1151
C -0.9133 1.5103 3.1627
C -1.8297 0.6187 2.3108
N -1.1455 -0.6379 1.9672
C -1.3397 -1.6408 2.7340
C -0.7158 -2.9365 2.6108
C -1.2246 -4.0169 3.3411
C -0.6302 -5.2554 3.2712
C 0.5076 -5.4095 2.4693
C 1.0432 -4.3616 1.7597
C 0.4418 -3.0851 1.8071
O 0.9585 -2.0722 1.1745
C 1.4789 2.3271 1.2138
C 0.3558 2.9785 0.4285
C -0.0242 2.2425 -0.8494
N -0.9576 1.1313 -0.6412
C -1.6403 0.8742 -1.8744
C -2.9715 0.1927 -1.7413
C -4.0579 0.6404 -2.4775
C -5.2852 -0.0074 -2.4380
C -5.4135 -1.1389 -1.6412
C -4.3444 -1.5986 -0.8931
C -3.1057 -0.9401 -0.9200
O -2.1292 -1.3879 -0.1598
H 3.1176 0.9348 2.7024
H 2.9979 0.2018 1.0932
H 2.3144 -0.6452 2.4679
H 1.1259 1.8195 3.7413
H 0.6547 0.1359 3.5874
H -1.0516 2.5534 2.8803
H -1.2060 1.4396 4.2145
H -2.0780 1.1000 1.3673
H -2.7512 0.3871 2.8488
H -2.0330 -1.5224 3.5718
H -2.1042 -3.8674 3.9588
H -1.0320 -6.0951 3.8217
H 0.9768 -6.3848 2.4042
H 1.9197 -4.4834 1.1362
H 2.3074 2.1957 0.5187
H 1.8347 3.0010 2.0111
H 0.7264 3.9696 0.1458
H -0.5408 3.1470 1.0273
H 0.8944 1.9359 -1.3692
H -0.5191 2.9772 -1.4979
H -1.7898 1.8080 -2.4320
H -3.9309 1.5195 -3.1032
H -6.1207 0.3572 -3.0219
H -6.3571 -1.6714 -1.6045
H -4.4317 -2.4837 -0.2745
O 0.8174 -3.8804 -2.5983
C 0.9442 -2.9510 -1.8177
O -0.0588 -2.3673 -1.2506
C 2.3411 -2.4444 -1.5449
C 3.3686 -3.3294 -1.7655
C 4.6947 -2.9325 -1.6202
C 5.0118 -1.6213 -1.3415
C 3.9845 -0.7145 -1.1782
C 2.6075 -1.0979 -1.1767
O 1.6811 -0.2551 -0.8599
N 4.3713 0.6716 -1.0215
O 3.6326 1.5394 -1.4572
O 5.4016 0.9107 -0.4036
N 5.7633 -3.8922 -1.8109
O 5.4646 -5.0501 -2.0501
O 6.9170 -3.5039 -1.6972
H 3.1258 -4.3376 -2.0684
H 6.0382 -1.2966 -1.2776
C -1.1751 -1.2736 -5.1925
Si -0.3279 0.1110 -4.2613
C 1.5305 -0.1032 -4.3400
C -0.7993 1.7797 -4.9971
O -0.7818 0.0293 -2.6877
H -0.8947 -1.2989 -6.2490
H -2.2618 -1.1820 -5.1250
H -0.8935 -2.2261 -4.7353
H 1.9161 0.1874 -5.3213
H 1.8053 -1.1473 -4.1680
H 2.0267 0.5120 -3.5854
H -0.4662 1.8336 -6.0371
H -0.3295 2.6035 -4.4535
H -1.8810 1.9343 -4.9860

For the HOMO energy (spin up / spin down), the calculation gives -4.04 / -5.20 eV. As for the spin multiplicity: 3. The calculation puts the frontier orbital gap (spin up / spin down) at 6.072 / 7.240 eV. The expectation value of S² is 2.01. The largest force on an atom is 0.9 eV/Å. The calculation puts the relative energy (zero: lowest compared OMol25 entry of this formula, charge and spin) at 34.5 kJ/mol. Its total charge is -1.

Results of the Löwdin charge analysis, in e, for atoms 1 through 6: W 1.85; C -0.08; N -0.21; C -0.21; C -0.15; C -0.18


(6)
Entry from the Open Molecules 2025 dataset: a molecular structure, C31H36NP2PdS2 (wB97M-V/def2-TZVPD).

Element x y z (Å)
Pd 0.6160 0.1989 0.0127
C -6.4029 -1.1370 -1.0627
C -5.8558 0.0492 -1.5395
C -4.5674 0.4099 -1.1896
C -3.8311 -0.4264 -0.3409
C -4.3813 -1.6292 0.1305
C -5.6689 -1.9764 -0.2286
P -2.2029 -0.0100 0.2047
C -1.4967 1.2718 -0.8326
C -1.5048 1.0299 -2.2242
C -1.1567 2.0386 -3.0994
C -0.7669 3.2862 -2.6104
C -0.7239 3.5276 -1.2444
C -1.0970 2.5335 -0.3500
C -2.1865 0.5133 1.9303
C -3.4077 0.6454 2.5964
C -3.4540 1.0321 3.9296
C -2.2786 1.2867 4.6130
C -1.0355 1.1467 3.9701
C 0.1607 1.3857 4.6805
C 1.4094 1.2285 4.0682
C 1.4755 0.8373 2.7495
C 0.3156 0.6226 1.9719
C -0.9689 0.7498 2.6061
H -7.4104 -1.4115 -1.3454
H -6.4386 0.6931 -2.1838
H -4.1520 1.3397 -1.5563
H -3.8018 -2.2862 0.7691
H -6.1020 -2.9000 0.1292
H -1.8161 0.0633 -2.6056
H -1.1975 1.8644 -4.1666
H -0.5109 4.0765 -3.3043
H -0.4414 4.5032 -0.8721
H -1.1300 2.7502 0.7098
H -4.3312 0.4549 2.0660
H -4.4075 1.1404 4.4279
H -2.3087 1.5968 5.6500
H 0.1071 1.6805 5.7215
H 2.3069 1.4098 4.6443
H 2.4449 0.6976 2.2871
S 0.0831 -1.9941 -1.0369
C 0.6540 -3.3962 -0.2128
N 1.8216 -3.9626 -0.3930
C 2.1392 -5.1244 0.4528
C 0.7995 -5.6379 0.9820
S -0.3458 -4.2170 0.9071
H 2.4846 -3.5799 -1.0517
H 2.8048 -4.8041 1.2558
H 2.6431 -5.8785 -0.1483
H 0.8734 -5.9766 2.0118
H 0.3893 -6.4369 0.3685
C 3.3977 0.5999 -4.0931
C 2.1802 0.3956 -3.1848
P 2.5513 0.5808 -1.4155
C 3.8830 -0.5981 -1.0332
C 4.0288 -0.9710 0.4386
C 3.1488 2.2838 -1.1892
C 3.2556 2.7861 0.2447
H 3.0938 0.4823 -5.1323
H 4.1791 -0.1336 -3.8970
H 3.8226 1.5972 -3.9875
H 1.7473 -0.5989 -3.3164
H 1.3940 1.1166 -3.4172
H 4.8121 -0.1686 -1.4200
H 3.6820 -1.4756 -1.6559
H 4.3565 -0.1208 1.0364
H 4.7824 -1.7487 0.5575
H 3.0865 -1.3399 0.8554
H 2.4687 2.9117 -1.7725
H 4.1219 2.3357 -1.6892
H 2.2905 2.7483 0.7545
H 3.5887 3.8226 0.2441
H 3.9810 2.2156 0.8251

For the HOMO energy (spin up / spin down), the calculation gives -15.97 / -16.92 eV. As for the spin multiplicity: 5. The calculation puts the frontier orbital gap (spin up / spin down) at 7.224 / 5.300 eV. The expectation value of S² is 6.04. The largest force on an atom is 0.6 eV/Å. The calculation puts the relative energy (zero: lowest compared OMol25 entry of this formula, charge and spin) at 76.4 kJ/mol. Its total charge is +3.

Results of the Löwdin charge analysis, in e, for atoms 1 through 6: Pd 0.51; C -0.01; C -0.03; C -0.06; C -0.38; C -0.08


What is the spin multiplicity in the fifth record? 3


Among the records above, which one has the highest spin multiplicity? C31H36NP2PdS2